An isolated molecule of C5H8N2S at a distorted geometry, computed with the ωB97M-V functional and the def2-TZVPD basis.

Calculated values
Total energy, eV: -19126.3371
HOMO, eV: -8.7
LUMO energy, Ha: 0.0145
SMILES: C#C/C(CNC)=N/S
F_max, eV/Å: 2.8
Gap between HOMO and LUMO, eV: 9.1
2S+1: 1

Structure (XYZ):
```
16
C5H8N2S the ωB97M-V functional and the def2-TZVPD basis
C -1.017 -1.997 0.959
C -1.236 0.377 0.190
C -0.056 0.252 -0.663
C -0.238 0.161 -2.062
C -0.574 0.137 -3.227
H 0.001 -2.232 0.479
H -1.894 -2.504 0.338
H -0.906 -2.599 1.901
H -1.873 -0.429 2.036
H -1.194 1.409 0.661
H -2.160 0.360 -0.448
H 0.580 0.321 1.893
H -0.882 0.278 -4.316
N -1.224 -0.586 1.300
N 1.189 0.366 -0.377
S 1.706 0.835 1.238
```

---

The ion CH4N3S2 with charge +1 at a distorted geometry, computed with the ωB97M-V functional and the def2-TZVPD basis.

Calculated values
Total energy, eV: -27234.0805
HOMO, eV: -13.4
LUMO energy, Ha: -0.1844
SMILES: NC(=[NH2+])n1ss1
F_max, eV/Å: 3.1
Gap between HOMO and LUMO, eV: 8.4
Charge: +1
2S+1: 1

Structure (XYZ):
```
10
CH4N3S2 the ωB97M-V functional and the def2-TZVPD basis
C -0.244 -0.019 0.037
N 1.079 0.080 0.372
N -0.760 1.218 -0.043
N -0.872 -1.249 -0.098
S 2.438 1.006 -0.091
S 2.454 -1.033 -0.076
H -0.121 1.875 -0.477
H -1.729 1.476 0.134
H -0.366 -2.029 0.265
H -1.881 -1.324 -0.024
```

---

An isolated molecule of C3H5ClOS at a distorted geometry, computed with the ωB97M-V functional and the def2-TZVPD basis.

Calculated values
Total energy, eV: -28596.9351
HOMO, eV: -9.0
LUMO energy, Ha: 0.0081
SMILES: C[C@@H](Cl)C(O)=S
F_max, eV/Å: 1.9
Gap between HOMO and LUMO, eV: 9.2
2S+1: 1

Structure (XYZ):
```
11
C3H5ClOS the ωB97M-V functional and the def2-TZVPD basis
C -0.752 -0.286 1.081
C -0.073 -0.493 -0.254
C 1.130 0.351 -0.550
H -0.004 -0.307 1.871
H -1.451 -1.133 1.246
H -1.385 0.613 1.104
H 0.296 -1.549 -0.267
H 0.049 1.613 -1.612
O 0.967 1.434 -1.277
S 2.476 0.095 0.268
Cl -1.253 -0.338 -1.609
```

---

An isolated molecule of C10H12IN3 at a distorted geometry, computed with the ωB97M-V functional and the def2-TZVPD basis.

Calculated values
Total energy, eV: -23130.9214
HOMO, eV: -6.6
LUMO energy, Ha: 0.0143
SMILES: CN1NN(C)C(c2ccccc2)=C1I
F_max, eV/Å: 4.5
Gap between HOMO and LUMO, eV: 7.0
2S+1: 1

Structure (XYZ):
```
26
C10H12IN3 the ωB97M-V functional and the def2-TZVPD basis
C -0.922 0.819 -3.557
C -0.220 1.811 -2.861
C -1.431 -0.320 -2.985
C 0.104 1.538 -1.561
C -1.164 -0.564 -1.624
C -0.369 0.339 -0.987
C -0.068 0.005 0.342
C 0.017 0.773 1.493
C 1.502 -1.847 0.020
C 0.211 0.354 3.949
N 0.324 -1.361 2.119
N 0.319 -1.317 0.696
N 0.409 0.013 2.585
I -0.354 2.847 1.701
H -1.077 0.947 -4.535
H 0.001 2.605 -3.539
H -2.061 -0.984 -3.705
H 0.707 2.186 -1.082
H -1.490 -1.436 -1.210
H 1.331 -2.125 -0.946
H 2.303 -1.193 -0.048
H 2.035 -2.718 0.524
H 1.058 0.017 4.587
H -0.031 1.525 3.874
H -0.664 -0.165 4.209
H -0.471 -1.751 2.539
```

---

An isolated molecule of C3H2BrN at a distorted geometry, computed with the ωB97M-V functional and the def2-TZVPD basis.

Calculated values
Total energy, eV: -74671.9585
HOMO, eV: -9.6
LUMO energy, Ha: -0.0034
SMILES: C#C/N=C/Br
F_max, eV/Å: 4.3
Gap between HOMO and LUMO, eV: 9.5
2S+1: 1

Structure (XYZ):
```
7
C3H2BrN the ωB97M-V functional and the def2-TZVPD basis
C 0.249 0.101 -0.618
C 1.003 0.422 0.265
C -1.093 -1.380 -1.105
N -0.072 -0.780 -1.489
Br -1.442 -3.209 -1.503
H 1.373 1.054 1.085
H -1.632 -0.865 -0.354
```

---

A cluster of 2 separate species, C4H11N2O in total at a distorted geometry, computed with the ωB97M-V functional and the def2-TZVPD basis.

Calculated values
Total energy, eV: -9334.7281
HOMO (alpha / beta), eV: -19.2 / -19.2
LUMO energy (alpha / beta), Ha: -0.3300 / -0.4649
F_max, eV/Å: 1.0
Gap between HOMO and LUMO (alpha / beta), eV: 10.2 / 6.6
Charge: +2
2S+1: 2

Structure (XYZ):
```
18
C4H11N2O the ωB97M-V functional and the def2-TZVPD basis
N -2.315 0.617 0.384
C -2.853 0.671 -0.814
N -2.253 0.421 -1.945
H -1.399 0.220 0.578
H -2.911 0.827 1.173
H -3.872 1.044 -0.831
H -2.782 0.389 -2.806
H -1.302 0.082 -1.960
O 3.845 0.152 2.028
C 3.063 0.234 1.138
C 2.328 -0.942 0.513
C 0.849 -0.596 0.286
H 2.821 1.268 0.792
H 2.483 -1.804 1.162
H 2.849 -1.144 -0.432
H 0.413 -0.325 1.251
H 0.263 -1.397 -0.159
H 0.773 0.285 -0.359
```

---

- What is the total energy in the fourth record?
  -23130.9214 eV

---

- The highest 2S+1 belongs to which entry?
  C4H11N2O

---

Repeat the first record exactly.
An isolated molecule of C5H8N2S at a distorted geometry, computed with the ωB97M-V functional and the def2-TZVPD basis.

Calculated values
Total energy, eV: -19126.3371
HOMO, eV: -8.7
LUMO energy, Ha: 0.0145
SMILES: C#C/C(CNC)=N/S
F_max, eV/Å: 2.8
Gap between HOMO and LUMO, eV: 9.1
2S+1: 1

Structure (XYZ):
```
16
C5H8N2S the ωB97M-V functional and the def2-TZVPD basis
C -1.017 -1.997 0.959
C -1.236 0.377 0.190
C -0.056 0.252 -0.663
C -0.238 0.161 -2.062
C -0.574 0.137 -3.227
H 0.001 -2.232 0.479
H -1.894 -2.504 0.338
H -0.906 -2.599 1.901
H -1.873 -0.429 2.036
H -1.194 1.409 0.661
H -2.160 0.360 -0.448
H 0.580 0.321 1.893
H -0.882 0.278 -4.316
N -1.224 -0.586 1.300
N 1.189 0.366 -0.377
S 1.706 0.835 1.238
```

---

- What is the formula in the sixth record?
  C4H11N2O